Here is a molecular structure, C14H22IN4O2Ru at a distorted geometry from the Open Molecules 2025 dataset. Energies are from ωB97M-V/def2-TZVPD.

The geometry in XYZ format:
```
44
Properties=species:S:1:pos:R:3:forces:R:3:lowdin_spin:R:1
C 0.23939 -1.99649 -2.19811 -1.4 1.4 -2.5 0.0742
I 1.12240 -2.84812 0.34816 0.7 0.1 2.7 0.3846
H -0.22323 -2.07773 -3.19706 0.2 0.2 -0.2 0.0101
H -0.38120 -2.62019 -1.54231 0.6 0.4 -0.5 0.0062
H 1.28035 -2.31969 -2.29881 -0.4 -0.1 0.2 0.0042
C 3.61002 1.55377 1.44745 -0.1 -0.1 0.1 0.2121
C 4.07574 1.22940 0.22553 -0.1 -0.3 0.0 0.2035
N 3.05166 0.58358 -0.44228 -0.2 0.6 0.5 0.0167
C 1.92139 0.56074 0.32188 1.2 0.1 0.5 0.0134
N 2.30776 1.10663 1.50862 0.4 0.2 -0.5 0.0314
H 4.08660 2.04527 2.27521 0.0 0.0 0.0 0.0903
H 5.04160 1.37983 -0.22252 0.0 0.0 0.0 0.0784
C -3.75616 -1.58767 1.29505 0.2 -0.1 0.4 0.1492
C -1.93492 -0.76272 0.25032 -1.1 -0.4 -0.1 0.0145
N -2.45419 -1.15575 1.44132 -0.4 0.0 -0.3 0.0297
H -4.96486 -1.71718 -0.54129 0.0 0.0 0.0 0.1203
N -2.94487 -0.97050 -0.64399 0.1 -0.1 0.7 0.0224
H -4.34327 -1.92130 2.13466 0.1 0.0 -0.1 0.0511
Ru -0.01848 -0.04524 0.07089 0.8 -1.8 0.4 2.0844
C 0.17957 -0.44597 -1.83441 0.3 -2.3 -1.8 0.1569
O 0.24344 0.41585 -2.69916 0.0 -0.3 -0.4 0.0845
C -4.05691 -1.48647 -0.00796 -0.1 0.2 -0.4 0.2548
C -2.93567 -0.72371 -2.07407 -0.1 0.0 -0.3 0.1229
H -3.98470 -0.65537 -2.38234 0.2 0.1 0.0 0.0643
H -2.46865 -1.55846 -2.61531 -0.1 0.3 0.2 0.0244
H -2.42352 0.21270 -2.31906 -0.1 -0.3 0.2 0.0082
C -1.79761 -1.10368 2.73436 0.0 0.1 0.2 0.0418
H -2.32351 -1.80813 3.38823 0.2 0.1 -0.1 0.0153
H -1.87632 -0.09560 3.16756 0.1 -0.2 -0.2 0.0063
H -0.74617 -1.39723 2.63647 -0.3 0.0 0.0 0.0114
C 1.51879 1.18752 2.72209 -0.1 0.2 0.5 0.0927
H 2.09286 0.74106 3.54686 -0.1 0.1 -0.3 0.0360
H 0.57097 0.64601 2.59892 0.4 0.2 -0.1 0.0238
H 1.31594 2.24003 2.96727 -0.1 -0.3 -0.1 0.0257
C 3.25585 0.00847 -1.75772 0.0 0.1 -0.4 0.0504
H 3.00739 -1.06004 -1.75596 0.0 0.3 0.1 0.0042
H 4.32176 0.12893 -1.97738 -0.2 -0.1 0.0 0.0303
H 2.67115 0.53852 -2.51876 0.1 -0.2 0.2 0.0065
C -0.13791 2.79517 -0.69594 -0.2 0.9 -0.9 0.0424
C -0.67603 1.80357 0.26825 -0.4 0.1 2.9 0.0975
O -1.44340 2.02791 1.20684 0.0 1.1 -1.1 0.1758
H 0.29981 2.31160 -1.58179 -0.1 0.1 0.4 0.0042
H 0.63897 3.40360 -0.19764 -0.4 -0.2 -0.1 0.0154
H -0.96182 3.43710 -1.05206 0.3 0.1 0.2 0.0072
```
Positions in Å, forces in eV/Å.

Output
energy above the lowest of the compared OMol25 structures with the same formula, charge and spin	11.8	kcal/mol
⟨S²⟩	8.77
spin multiplicity	6
total charge	-2